CH10N6 as an isolated structure, computed with ωB97M-V with the def2-TZVPD basis set.

Last column: Mulliken charge in e.
Atoms and positions in Å:
1 C -1.667 -1.062 -1.032  -0.789
2 N 1.733 -0.509 0.560  -0.425
3 N 1.106 0.907 1.524  -0.346
4 N 0.884 -0.763 -0.422  -0.225
5 N 0.017 1.379 0.969  -0.140
6 N -0.860 -0.900 0.158  -0.555
7 N 0.115 2.217 -0.183  -0.523
8 H 1.796 -1.264 1.255  0.222
9 H 1.900 1.531 1.346  0.272
10 H 0.966 -1.734 -0.736  0.325
11 H -0.685 0.513 0.781  0.558
12 H -0.882 -1.735 0.741  0.226
13 H 0.545 1.678 -0.935  0.276
14 H 0.700 3.018 0.038  0.252
15 H -1.652 -0.126 -1.592  0.263
16 H -1.311 -1.859 -1.703  0.289
17 H -2.705 -1.290 -0.769  0.321

Results
Net charge: 0
Relative energy (zero: lowest compared OMol25 entry of this formula, charge and spin) (eV): 4.707
LUMO level (eV): 1.05
E (Eh): -372.39377



One molecule with the formula C6H6N2S, computed with ωB97M-V with the def2-TZVPD basis set.

Last column: Mulliken charge in e.
Atoms and positions in Å:
1 C 1.283 1.537 -0.298  -0.182
2 C 0.137 2.003 0.473  -0.263
3 C 1.544 -0.862 -0.465  -0.162
4 C -1.060 0.552 2.118  -0.133
5 C 0.390 -1.757 -0.472  -0.286
6 C -1.025 -1.047 -0.413  -0.935
7 N 1.568 0.315 -0.549  -0.022
8 N -0.482 1.450 1.444  -0.097
9 S -1.651 -0.885 1.446  0.000
10 H 1.721 2.312 -1.097  0.231
11 H -0.243 2.952 0.212  0.375
12 H 0.406 -2.513 -1.249  0.410
13 H 0.396 -2.302 0.508  0.281
14 H -1.288 -0.044 -0.753  0.427
15 H -1.695 -1.710 -0.905  0.357

Results
Net charge: 0
Relative energy (zero: lowest compared OMol25 entry of this formula, charge and spin) (eV): 4.929
LUMO level (spin up / spin down) (eV): -0.47 / -0.46
E (Eh): -739.71691



A 7-piece molecular cluster, C20H46N2O19S3 overall, computed with ωB97M-V with the def2-TZVPD basis set.

Last column: Mulliken charge in e.
Atoms and positions in Å:
1 C 28.032 -33.911 0.391  -0.856
2 N 28.695 -32.643 0.358  0.335
3 C 29.342 -32.591 1.702  -1.091
4 C 29.652 -32.643 -0.766  -1.138
5 C 27.756 -31.495 0.127  -1.146
6 C 26.534 -31.367 1.105  -0.476
7 O 25.904 -30.160 0.966  -0.572
8 H 27.331 -34.130 1.124  0.463
9 H 28.945 -34.680 0.546  0.417
10 H 27.572 -34.336 -0.560  0.198
11 H 28.671 -32.770 2.431  0.497
12 H 29.592 -31.656 2.069  0.469
13 H 30.226 -33.319 1.744  0.326
14 H 30.583 -33.387 -0.604  0.263
15 H 30.052 -31.840 -1.056  0.699
16 H 29.364 -32.912 -1.783  0.373
17 H 27.316 -31.803 -0.813  0.341
18 H 28.100 -30.582 -0.076  0.937
19 H 26.923 -31.493 2.059  0.395
20 H 25.789 -32.178 1.042  0.257
21 H 25.741 -29.857 0.056  0.314
22 N 26.653 -29.470 -3.033  0.708
23 O 27.654 -30.204 -3.034  -0.629
24 O 26.406 -29.025 -1.878  -0.593
25 O 25.834 -29.608 -3.992  -0.468
26 O 25.002 -27.289 -9.127  -0.690
27 S 25.187 -27.969 -7.966  1.251
28 O 25.113 -29.327 -7.948  -0.565
29 O 26.788 -27.604 -7.582  -0.492
30 C 27.314 -27.870 -6.345  0.556
31 C 28.817 -27.458 -6.284  -1.255
32 C 24.206 -27.255 -6.717  -0.473
33 H 27.093 -28.920 -6.311  0.289
34 H 26.738 -27.514 -5.437  -0.191
35 H 28.982 -27.521 -5.183  0.236
36 H 28.969 -26.550 -6.847  0.344
37 H 29.395 -28.111 -6.859  0.438
38 H 24.360 -26.227 -6.588  0.521
39 H 24.739 -27.617 -5.904  -0.267
40 H 23.148 -27.556 -6.877  0.357
41 O 22.926 -33.637 -2.073  -0.573
42 S 24.357 -33.622 -2.255  1.090
43 O 25.228 -33.327 -1.109  -0.584
44 O 24.725 -35.278 -2.746  -0.367
45 C 24.425 -36.261 -1.969  -0.497
46 C 24.636 -37.726 -2.478  -1.137
47 C 24.904 -32.675 -3.617  -0.945
48 H 23.336 -36.094 -1.591  0.322
49 H 24.716 -36.291 -1.064  0.578
50 H 25.726 -38.017 -2.507  0.294
51 H 24.385 -37.915 -3.597  0.271
52 H 24.257 -38.522 -1.800  0.341
53 H 24.624 -31.766 -3.483  0.157
54 H 24.541 -33.084 -4.496  0.584
55 H 26.004 -32.366 -3.596  0.385
56 O 27.964 -24.351 -4.105  -0.576
57 S 27.745 -24.427 -2.751  1.165
58 O 28.301 -23.376 -1.883  -0.698
59 O 26.113 -24.299 -2.577  -0.199
60 C 25.650 -22.933 -2.606  -0.691
61 C 24.136 -22.945 -2.244  -1.153
62 C 28.250 -26.045 -2.055  -0.668
63 H 25.778 -22.670 -3.661  0.347
64 H 26.242 -22.338 -2.069  0.675
65 H 23.448 -23.284 -2.930  0.394
66 H 24.146 -21.845 -1.841  0.247
67 H 23.903 -23.674 -1.598  0.328
68 H 27.979 -26.756 -2.842  0.040
69 H 27.720 -26.209 -1.210  0.336
70 H 29.374 -25.950 -1.890  0.399
71 C 22.610 -30.642 -6.076  0.748
72 C 22.514 -31.777 -7.054  -0.307
73 O 21.647 -32.673 -6.329  -0.334
74 C 21.434 -32.275 -5.208  0.657
75 O 20.673 -32.811 -4.409  -0.694
76 O 21.973 -31.130 -4.892  -0.279
77 H 22.401 -29.595 -6.475  -0.134
78 H 23.629 -30.327 -5.779  -0.317
79 H 23.270 -32.350 -7.170  0.395
80 H 21.973 -31.342 -7.885  0.288
81 C 23.741 -27.224 -2.442  0.557
82 C 22.547 -27.069 -1.694  -0.604
83 O 21.654 -27.539 -2.656  -0.328
84 C 22.089 -27.367 -3.822  0.674
85 O 21.433 -27.753 -4.830  -0.689
86 O 23.320 -26.996 -3.834  -0.076
87 H 24.173 -28.194 -2.543  -0.100
88 H 24.415 -26.394 -2.147  -0.189
89 H 22.425 -26.211 -1.345  0.535
90 H 22.594 -27.642 -0.517  0.250

Results
Net charge: 0
Relative energy (zero: lowest compared OMol25 entry of this formula, charge and spin) (eV): 3.492
LUMO level (eV): -0.50
E (Eh): -3522.62782



One molecule with the formula C6H7ClO, computed with ωB97M-V with the def2-TZVPD basis set.

Last column: Mulliken charge in e.
Atoms and positions in Å:
1 C -0.957 -1.343 1.320  -1.151
2 C -0.312 -0.067 0.896  -0.071
3 C -0.940 1.165 0.250  0.059
4 Cl -0.186 2.721 0.743  -0.227
5 C -0.043 0.267 -0.553  -0.084
6 C 1.331 0.511 -1.173  -0.728
7 C 1.992 -0.085 -2.127  0.586
8 O 2.594 -0.577 -2.996  -0.392
9 H -1.950 -1.412 0.651  0.217
10 H -1.184 -1.544 2.434  0.320
11 H -0.319 -2.172 0.854  0.278
12 H 0.594 0.293 1.484  0.308
13 H -2.053 1.459 0.000  0.298
14 H -0.541 -0.470 -1.167  0.360
15 H 1.974 1.254 -0.614  0.226

Results
Net charge: 0
Relative energy (zero: lowest compared OMol25 entry of this formula, charge and spin) (eV): 2.840
LUMO level (eV): 0.71
E (Eh): -768.15982
SMILES string: C[C@@H]1[C@@H](Cl)[C@H]1C=C=O



A 2-piece molecular cluster, CH5BS2 overall, computed with ωB97M-V with the def2-TZVPD basis set.

Last column: Löwdin spin population.
Atoms and positions in Å:
1 B -0.375 -0.243 0.047  0.582
2 C -0.083 -0.568 1.542  0.103
3 S 2.041 1.093 -1.441  1.028
4 S -1.774 -0.025 -0.950  0.154
5 H -0.964 -0.014 2.067  0.014
6 H 0.950 -0.056 1.811  0.022
7 H -0.041 -1.630 1.718  0.001
8 H 1.606 0.755 -2.730  0.044
9 H -1.359 0.688 -2.064  0.050

Results
Net charge: 0
Relative energy (zero: lowest compared OMol25 entry of this formula, charge and spin) (eV): 0.000
Multiplicity: 3
LUMO level (spin up / spin down) (eV): 0.29 / -2.57
E (Eh): -862.18610



C57H63BrGe2IPPdS4 as an isolated structure, computed with ωB97M-V with the def2-TZVPD basis set.

Last column: Mulliken charge in e.
Atoms and positions in Å:
1 Pd 0.099 2.751 0.250  -0.326
2 C -0.943 3.276 3.924  -1.593
3 C -1.833 2.325 3.177  0.550
4 C -2.538 2.710 2.065  -0.741
5 C -3.378 1.784 1.334  1.432
6 C -4.432 2.290 0.371  -1.092
7 C -3.458 0.414 1.831  -0.867
8 C -2.792 0.050 2.989  0.168
9 C -2.960 -1.297 3.634  -1.453
10 C -1.992 1.009 3.622  -0.154
11 C -4.274 -0.562 1.071  0.537
12 C -5.641 -0.728 1.215  -0.437
13 C -6.270 -1.717 0.467  -1.226
14 C -5.555 -2.509 -0.419  -0.168
15 C -4.183 -2.335 -0.595  -0.595
16 C -3.555 -1.359 0.173  0.787
17 Ge -1.691 -0.881 0.048  -0.779
18 S -1.876 1.416 -0.046  -0.374
19 S -0.307 -1.030 -1.634  -0.373
20 Ge 1.197 -0.880 0.084  0.454
21 S 1.780 1.210 0.545  0.046
22 S -0.328 -1.465 1.643  -0.078
23 C 2.745 -2.065 -0.102  0.437
24 C 2.848 -3.243 0.651  -0.531
25 C 3.883 -4.131 0.373  -0.015
26 C 4.813 -3.861 -0.613  -1.256
27 C 4.727 -2.683 -1.338  -0.036
28 C 3.703 -1.777 -1.093  -0.104
29 C 3.643 -0.514 -1.884  -0.277
30 C 4.409 0.590 -1.505  0.527
31 C 5.380 0.522 -0.353  -1.437
32 C 4.294 1.767 -2.239  -0.426
33 C 3.435 1.871 -3.323  0.496
34 C 3.309 3.152 -4.102  -1.776
35 C 2.719 0.742 -3.712  -1.034
36 C 2.837 -0.460 -3.033  1.415
37 C 2.198 -1.710 -3.584  -1.528
38 C 1.945 -3.565 1.793  0.457
39 C 2.130 -2.940 3.039  1.392
40 C 3.163 -1.868 3.270  -1.947
41 C 1.310 -3.314 4.104  -0.856
42 C 0.328 -4.282 3.966  0.502
43 C -0.533 -4.689 5.128  -1.748
44 C 0.164 -4.891 2.712  -0.671
45 C 0.956 -4.551 1.631  1.104
46 C 0.714 -5.185 0.289  -1.717
47 C -3.389 -3.131 -1.573  0.198
48 C -3.167 -2.639 -2.860  1.294
49 C -3.703 -1.309 -3.329  -1.734
50 C -2.412 -3.403 -3.746  -0.814
51 C -1.893 -4.636 -3.389  0.627
52 C -1.098 -5.461 -4.362  -1.581
53 C -2.134 -5.107 -2.099  -0.737
54 C -2.865 -4.374 -1.180  0.893
55 C -3.070 -4.889 0.220  -1.658
56 H -1.171 4.312 3.677  0.347
57 H 0.102 3.083 3.670  0.168
58 H -1.045 3.145 5.000  0.506
59 H -2.521 3.746 1.750  0.840
60 H -4.169 3.274 -0.008  0.319
61 H -5.386 2.381 0.898  0.455
62 H -4.587 1.605 -0.457  0.174
63 H -3.527 -1.986 3.012  0.239
64 H -3.496 -1.175 4.577  0.573
65 H -1.991 -1.745 3.858  0.265
66 H -1.468 0.713 4.526  0.531
67 H -6.206 -0.120 1.911  0.593
68 H -7.336 -1.867 0.577  0.455
69 H -6.066 -3.265 -1.002  0.596
70 H 3.961 -5.037 0.963  0.599
71 H 5.615 -4.560 -0.807  0.455
72 H 5.461 -2.454 -2.101  0.554
73 H 5.303 -0.411 0.199  0.226
74 H 5.226 1.338 0.354  0.294
75 H 6.405 0.606 -0.719  0.395
76 H 4.913 2.618 -1.967  0.417
77 H 3.956 3.930 -3.698  0.354
78 H 2.279 3.518 -4.092  0.294
79 H 3.583 3.003 -5.147  0.476
80 H 2.088 0.790 -4.593  0.458
81 H 1.465 -1.469 -4.352  0.429
82 H 1.715 -2.317 -2.820  0.304
83 H 2.965 -2.343 -4.037  0.362
84 H 3.899 -1.819 2.469  0.281
85 H 3.694 -2.045 4.205  0.558
86 H 2.690 -0.884 3.349  0.188
87 H 1.460 -2.841 5.069  0.436
88 H -0.328 -4.080 6.006  0.370
89 H -0.357 -5.733 5.395  0.448
90 H -1.593 -4.597 4.883  0.329
91 H -0.602 -5.649 2.585  0.497
92 H -0.075 -5.932 0.354  0.447
93 H 1.609 -5.673 -0.100  0.448
94 H 0.411 -4.436 -0.449  0.175
95 H -4.312 -0.811 -2.575  0.265
96 H -4.322 -1.439 -4.218  0.517
97 H -2.884 -0.640 -3.603  0.236
98 H -2.235 -3.022 -4.746  0.433
99 H -0.925 -4.922 -5.292  0.382
100 H -1.623 -6.387 -4.602  0.364
101 H -0.130 -5.737 -3.940  0.338
102 H -1.741 -6.075 -1.808  0.450
103 H -2.676 -5.900 0.320  0.491
104 H -4.126 -4.913 0.493  0.454
105 H -2.557 -4.258 0.953  0.171
106 C 3.435 3.664 1.177  -1.279
107 P 1.860 4.206 0.490  1.374
108 C 2.316 4.965 -1.096  -1.274
109 C 1.363 5.538 1.614  -1.029
110 H 4.096 4.533 1.211  0.496
111 H 3.869 2.899 0.540  0.073
112 H 3.304 3.261 2.180  0.436
113 H 2.181 6.045 -1.050  0.474
114 H 1.715 4.562 -1.907  0.092
115 H 3.362 4.743 -1.303  0.491
116 H 2.127 6.317 1.615  0.466
117 H 1.268 5.136 2.623  0.336
118 H 0.407 5.971 1.319  0.106
119 Br -2.244 7.211 1.403  -0.066
120 C -1.222 7.597 -0.140  0.107
121 C -0.802 8.906 -0.336  -0.491
122 C -0.102 9.243 -1.484  -0.659
123 C 0.171 8.283 -2.449  -0.595
124 C -0.239 6.974 -2.257  -0.607
125 C -0.915 6.633 -1.093  0.543
126 I -1.577 4.659 -0.889  0.097
127 H -1.040 9.657 0.404  0.435
128 H 0.213 10.266 -1.631  0.417
129 H 0.694 8.552 -3.356  0.432
130 H -0.042 6.225 -3.011  0.490

Results
Net charge: +2
Relative energy (zero: lowest compared OMol25 entry of this formula, charge and spin) (eV): 1.120
LUMO level (eV): -7.25
E (Eh): -11297.09853